No. 1
Entry from OMol25: C17H41N5OPtSb as an isolated structure (ωB97M-V with the def2-TZVPD basis set).

Its expectation value of S² is 6.020. The calculation puts the HOMO-LUMO gap (spin up / spin down) at 3.618 / 6.341 eV. As for the LUMO energy (spin up / spin down): -9.86 / -10.80 eV. The calculation puts the HOMO energy (spin up / spin down) at -13.48 / -17.14 eV.

```
! RIJCOSX wB97M-V def2-TZVPD def2/J DEFGRID3
* xyz 3 5
Pt -0.31050 0.35290 -0.19387
Sb 1.93945 -1.03779 -0.27381
O 0.88844 1.67294 0.44669
N -1.98188 1.57790 -0.20307
N -3.54196 0.07350 -1.08548
N -3.44494 -2.17516 -1.46222
N -4.13350 2.27769 -0.75551
N -1.50823 -1.09126 -0.82496
C -5.48852 1.96923 -1.23444
C 4.74907 -1.17065 -1.63243
C 3.41068 -4.85276 0.17536
C 4.85032 -4.80973 0.56371
C 2.35213 -5.08082 1.20088
C 3.64685 1.12305 -1.65694
C 1.31340 -1.81263 3.99997
C 2.78665 -0.71754 -3.18127
C 3.82940 -1.98390 3.85908
C 3.51389 -0.35654 -1.91192
C 3.02613 -4.92449 -1.26431
C -3.80560 3.65517 -0.37238
C 2.72878 0.27733 4.02617
C 2.61987 -1.17444 3.91478
C -2.79647 -1.06703 -1.11140
C -3.18433 1.35029 -0.66202
C 0.61363 3.07324 0.41353
H -2.96513 -3.05773 -1.53480
H -5.47926 1.63403 -2.27359
H 5.44450 -4.20392 -0.12529
H 5.30837 -5.80919 0.54144
H 1.82005 0.79985 3.73688
H 2.68996 1.64594 -1.68377
H -5.98179 1.23727 -0.59157
H -1.11530 -2.01872 -0.90432
H 2.70166 -4.84545 2.21001
H 4.16385 1.34304 -0.72448
H 3.64907 -3.03188 3.63735
H 4.57148 -1.55201 3.18290
H -4.49994 -0.02532 -1.38267
H 4.56267 -2.24284 -1.68453
H 3.79529 -4.51091 -1.91929
H 1.54848 3.60755 0.56352
H 5.20336 -0.92381 -0.67409
H 2.02284 -6.12915 1.23090
H 4.99310 -4.44208 1.58315
H 4.25296 1.52960 -2.47750
H 5.47742 -0.92468 -2.41502
H 1.44255 -4.50036 0.98378
H -0.06771 3.33388 1.22910
H -3.53356 3.71484 0.68346
H -4.42883 -2.18310 -1.67879
H 1.05509 -1.80170 5.07546
H -2.99855 4.04751 -0.99388
H -1.84662 2.53121 0.09698
H 3.43503 -0.40248 -4.01034
H 2.87338 -5.96367 -1.58942
H 3.60458 0.67314 3.51310
H 2.89405 0.47446 5.10052
H 0.17174 3.36661 -0.53999
H 4.29038 -1.91320 4.86108
H 1.84184 -0.18421 -3.29819
H -6.08048 2.87632 -1.19551
H 2.06922 -4.41808 -1.44929
H -4.68024 4.27665 -0.52492
H 1.31539 -2.85019 3.67395
H 2.62664 -1.79031 -3.28635
H 0.53867 -1.22567 3.50498
*
```


No. 2
Entry from OMol25: one molecule with the formula C4H10O in a non-equilibrium geometry (ωB97M-V with the def2-TZVPD basis set).

The calculation puts the HOMO-LUMO gap at 11.347 eV. The SMILES is CCCCO. As for the LUMO energy: 1.05 eV. The calculation puts the HOMO energy at -10.30 eV.

```
! RIJCOSX wB97M-V def2-TZVPD def2/J DEFGRID3
* xyz 0 1
O -1.88012 -0.26940 -2.04289
C 1.70615 0.70858 0.70171
C -1.13728 0.21487 -0.93539
C 0.39307 -0.13874 1.05973
C -0.24234 -0.78782 -0.18022
H 2.09567 1.07364 1.65352
H -0.31496 0.59503 1.55870
H -0.58106 1.09212 -1.35965
H -1.80129 0.67534 -0.22241
H 0.64133 -0.94678 1.73379
H 0.49653 -1.35236 -0.78070
H -0.94264 -1.54686 0.21698
H 1.52038 1.56040 0.02207
H 2.51612 0.07417 0.20523
H -2.46956 -0.95218 -1.63048
*
```


No. 3
Entry from OMol25: one molecule with the formula C3H7BrN2 in a non-equilibrium geometry (ωB97M-V with the def2-TZVPD basis set).

The calculation puts the HOMO-LUMO gap at 9.472 eV. The SMILES is BrN1CCCN1. As for the LUMO energy: 0.57 eV. The calculation puts the HOMO energy at -8.90 eV.

```
! RIJCOSX wB97M-V def2-TZVPD def2/J DEFGRID3
* xyz 0 1
Br -2.83709 0.64607 -1.00753
N 0.04510 -0.22233 -1.70332
N -1.03947 1.04500 -1.19366
C 0.43340 -0.85048 -0.43423
C -0.11902 -0.02720 0.75929
C -0.26019 1.32148 0.03679
H -1.09069 -0.49578 1.14974
H 1.47501 -0.84358 -0.49777
H -0.59595 2.06214 0.80340
H -0.51071 -0.78009 -2.32585
H 0.10651 -1.81705 -0.39462
H 0.59768 1.78799 -0.45269
H 0.73989 0.22072 1.53066
*
```


No. 4
Entry from OMol25: C3H2FO3Pb as an isolated structure in a non-equilibrium geometry (ωB97M-V with the def2-TZVPD basis set).

The calculation puts the HOMO-LUMO gap at 8.913 eV. As for the LUMO energy: -4.61 eV. The calculation puts the HOMO energy at -13.52 eV.

```
! RIJCOSX wB97M-V def2-TZVPD def2/J DEFGRID3
* xyz 1 1
Pb -0.55772 -0.49163 1.68782
F 0.17772 1.22745 0.64977
O -3.21311 -0.12735 -1.71473
O 1.28352 -1.05551 1.15423
O -2.22939 -0.56961 0.32790
C -2.59209 -0.36275 -0.77643
C 1.14155 0.76148 -0.29019
C 1.78041 -0.34045 0.17602
H 1.41288 1.50487 -1.02987
H 2.79623 -0.54651 -0.18453
*
```